Entry 1:
CH4O2S | ωB97M-V/def2-TZVPD

Its energy above the lowest of the compared OMol25 structures with the same formula, charge and spin is 8.3 kcal per mole. The value obtained for the frontier orbital gap is 10.359 eV. The calculation puts the LUMO energy at 0.59 eV. Its total energy is -589.154608 Ha. As for the charge: 0. The calculation puts the highest occupied orbital energy at -9.77 eV.

The geometry in XYZ format:
```
8
CH4O2S | the OMol25 dataset | ωB97M-V/def2-TZVPD
O -1.542 0.906 1.039
C -0.905 0.175 1.729
O -1.304 -1.078 1.997
H 0.023 0.486 2.239
H -0.531 -1.617 2.209
S 1.072 0.508 -2.604
H 2.338 0.824 -2.899
H 0.850 -0.204 -3.710
```

***

Entry 2:
CH4O2S2 | ωB97M-V/def2-TZVPD

Its energy above the lowest of the compared OMol25 structures with the same formula, charge and spin is 63.4 kcal per mole. The value obtained for the frontier orbital gap (spin up / spin down) is 7.454 / 7.841 eV. The calculation puts the LUMO energy (spin up / spin down) at -1.04 / -1.01 eV. Its total energy is -987.248346 Ha. As for the charge: 0. The calculation puts the highest occupied orbital energy (spin up / spin down) at -8.49 / -8.86 eV.

The geometry in XYZ format:
```
9
CH4O2S2 | the OMol25 dataset | ωB97M-V/def2-TZVPD
C -1.084 0.513 -0.108
O 2.248 -0.021 0.867
O 1.604 2.072 -0.392
S -0.770 2.181 0.405
S 2.057 0.690 -0.593
H -1.983 0.372 -0.669
H -1.004 -0.176 0.738
H -0.510 0.156 -0.914
H 2.435 0.493 1.713
```

***

Entry 3:
CH4O2SSi | ωB97M-V/def2-TZVPD

Its energy above the lowest of the compared OMol25 structures with the same formula, charge and spin is 51.1 kcal per mole. The value obtained for the frontier orbital gap is 9.533 eV. The calculation puts the LUMO energy at -0.93 eV. Its total energy is -878.534331 Ha. As for the charge: 0. The calculation puts the highest occupied orbital energy at -10.46 eV.

The geometry in XYZ format:
```
9
CH4O2SSi | the OMol25 dataset | ωB97M-V/def2-TZVPD
O 1.975 -1.802 1.245
S 0.930 -0.840 1.072
O 0.136 -0.551 2.219
C 0.345 -0.623 -0.399
Si -0.901 0.834 -0.606
H 1.326 -0.810 -1.220
H -0.300 1.608 -1.632
H -1.225 1.819 0.352
H -2.285 0.365 -1.030
```

***

Entry 4:
CH4O2SSi | ωB97M-V/def2-TZVPD

Its energy above the lowest of the compared OMol25 structures with the same formula, charge and spin is 153.3 kcal per mole. The value obtained for the frontier orbital gap (spin up / spin down) is 7.876 / 9.279 eV. The calculation puts the LUMO energy (spin up / spin down) at -1.90 / -0.89 eV. Its total energy is -878.371439 Ha. As for the charge: 0. The calculation puts the highest occupied orbital energy (spin up / spin down) at -9.78 / -10.17 eV.

The geometry in XYZ format:
```
9
CH4O2SSi | the OMol25 dataset | ωB97M-V/def2-TZVPD
C -0.045 -0.247 -0.375
O 1.348 -2.583 -0.633
O 2.560 -0.577 0.209
Si -0.601 1.286 0.518
S 1.313 -1.231 -0.177
H -1.906 -1.357 -1.404
H -1.556 1.192 1.728
H -1.703 1.432 -0.393
H 0.590 2.085 0.526
```

***

Entry 5:
CH4O3 | ωB97M-V/def2-TZVPD

Its energy above the lowest of the compared OMol25 structures with the same formula, charge and spin is 27.3 kcal per mole. The value obtained for the frontier orbital gap is 11.357 eV. The calculation puts the LUMO energy at 0.51 eV. Its total energy is -266.192583 Ha. As for the charge: 0. The calculation puts the highest occupied orbital energy at -10.84 eV.

The geometry in XYZ format:
```
8
CH4O3 | the OMol25 dataset | ωB97M-V/def2-TZVPD
O -1.075 -0.895 0.345
C -0.518 -0.409 1.288
O 0.470 0.478 1.307
H -0.915 -0.658 2.204
H 0.215 1.335 1.616
O 0.907 -0.184 -2.199
H 0.888 0.724 -2.404
H 0.029 -0.392 -2.159
```

***

Entry 6:
CH4O3 | ωB97M-V/def2-TZVPD

Its energy above the lowest of the compared OMol25 structures with the same formula, charge and spin is 9.5 kcal per mole. The value obtained for the frontier orbital gap is 11.836 eV. The calculation puts the LUMO energy at 0.77 eV. Its total energy is -266.220936 Ha. As for the charge: 0. The calculation puts the highest occupied orbital energy at -11.07 eV.

The geometry in XYZ format:
```
8
CH4O3 | the OMol25 dataset | ωB97M-V/def2-TZVPD
O -0.534 0.123 -1.088
C -1.259 0.141 -0.084
O -0.738 0.223 1.189
H -2.343 -0.030 -0.112
H 0.196 0.135 0.891
O 2.000 -0.444 -0.025
H 2.496 0.444 -0.108
H 1.379 -0.613 -0.769
```

***

Entry 7:
CH4O3 | ωB97M-V/def2-TZVPD

Its energy above the lowest of the compared OMol25 structures with the same formula, charge and spin is 17.6 kcal per mole. The value obtained for the frontier orbital gap is 11.131 eV. The calculation puts the LUMO energy at 0.28 eV. Its total energy is -266.207931 Ha. As for the charge: 0. The calculation puts the highest occupied orbital energy at -10.85 eV.

The geometry in XYZ format:
```
8
CH4O3 | the OMol25 dataset | ωB97M-V/def2-TZVPD
O 0.658 -1.723 -1.389
C -0.200 -0.907 -0.933
O 0.000 0.000 0.000
H -1.263 -0.979 -1.238
H -0.813 0.424 0.390
O 3.834 -2.359 -0.720
H 4.366 -3.150 -0.965
H 2.975 -2.484 -1.184
```

***

Entry 8:
CH4O3 | ωB97M-V/def2-TZVPD

Its energy above the lowest of the compared OMol25 structures with the same formula, charge and spin is 78.2 kcal per mole. The value obtained for the frontier orbital gap is 9.088 eV. The calculation puts the LUMO energy at 0.33 eV. Its total energy is -266.111376 Ha. As for the charge: 0. The calculation puts the highest occupied orbital energy at -8.75 eV.

The geometry in XYZ format:
```
8
CH4O3 | the OMol25 dataset | ωB97M-V/def2-TZVPD
C 0.186 -0.298 -0.439
O 0.554 -1.493 0.037
O -1.084 -0.129 -0.896
O 0.152 0.975 1.445
H 1.019 0.267 -0.669
H -0.090 -2.032 0.487
H -1.211 0.813 -1.060
H 0.475 1.897 1.097
```

***

Entry 9:
CH4O3 | ωB97M-V/def2-TZVPD

Its energy above the lowest of the compared OMol25 structures with the same formula, charge and spin is 12.5 kcal per mole. The value obtained for the frontier orbital gap is 10.722 eV. The calculation puts the LUMO energy at 0.22 eV. Its total energy is -266.216100 Ha. As for the charge: 0. The calculation puts the highest occupied orbital energy at -10.50 eV.

The geometry in XYZ format:
```
8
CH4O3 | the OMol25 dataset | ωB97M-V/def2-TZVPD
O 0.524 -1.115 -2.588
C 0.178 -0.410 -1.630
O 0.294 -0.816 -0.295
H -0.126 0.655 -1.607
H 0.041 -0.101 0.351
O -0.198 0.878 1.658
H 0.394 0.340 2.231
H -1.106 0.570 1.880
```

***

Entry 10:
CH4O3 | ωB97M-V/def2-TZVPD

Its energy above the lowest of the compared OMol25 structures with the same formula, charge and spin is 18.5 kcal per mole. The value obtained for the frontier orbital gap is 10.358 eV. The calculation puts the LUMO energy at 0.14 eV. Its total energy is -266.206505 Ha. As for the charge: 0. The calculation puts the highest occupied orbital energy at -10.22 eV.

The geometry in XYZ format:
```
8
CH4O3 | the OMol25 dataset | ωB97M-V/def2-TZVPD
O -0.954 1.480 -1.493
C 0.038 0.878 -0.981
O 0.000 0.000 0.000
H 1.072 1.144 -1.276
H 0.871 -0.232 0.423
O 3.115 0.162 -1.982
H 3.674 -0.353 -1.356
H 3.735 0.803 -2.398
```

***

Entry 11:
CH4O3S | ωB97M-V/def2-TZVPD

Its energy above the lowest of the compared OMol25 structures with the same formula, charge and spin is 20.3 kcal per mole. The value obtained for the frontier orbital gap is 10.046 eV. The calculation puts the LUMO energy at 0.57 eV. Its total energy is -664.389814 Ha. As for the charge: 0. The calculation puts the highest occupied orbital energy at -9.47 eV.

The geometry in XYZ format:
```
9
CH4O3S | the OMol25 dataset | ωB97M-V/def2-TZVPD
O 0.724 1.092 -0.561
C 0.111 0.029 0.137
O 0.369 -1.158 -0.437
O 0.689 0.062 1.362
S -1.687 0.108 0.180
H 0.464 1.966 -0.272
H 0.712 -1.064 -1.380
H 0.458 -0.692 1.949
H -1.840 -0.343 -0.978
```

***

Entry 12:
CH4O3Si | ωB97M-V/def2-TZVPD

Its energy above the lowest of the compared OMol25 structures with the same formula, charge and spin is 0.0 kcal per mole. The value obtained for the frontier orbital gap (spin up / spin down) is 7.592 / 7.593 eV. The calculation puts the LUMO energy (spin up / spin down) at -0.37 / -0.37 eV. Its total energy is -555.546980 Ha. As for the charge: 0. The calculation puts the highest occupied orbital energy (spin up / spin down) at -7.97 / -7.97 eV.

The geometry in XYZ format:
```
9
CH4O3Si | the OMol25 dataset | ωB97M-V/def2-TZVPD
C -0.670 0.072 0.275
O 2.454 0.666 1.198
O 3.447 1.208 2.160
O 0.618 -0.092 -0.358
Si 2.142 0.163 -0.209
H -1.356 -0.747 0.387
H -1.181 0.937 -0.154
H -0.440 0.396 1.240
H 2.902 0.035 -1.397
```